Record 1
Density functional theory data (the ωB97M-V functional and the def2-TZVPD basis) for a cluster of 5 separate species, C33H73N5O11PS in total in a non-equilibrium geometry.

Computed properties:
* LUMO: -4.27 eV
* HOMO level: -0.4071 Ha
* total charge: +1
* DFT total energy: -85484.2965 eV
* gap between HOMO and LUMO: 6.8 eV

```
124
Properties=species:S:1:pos:R:3:forces:R:3:lowdin_charge:R:1
C -2.447 2.457 -2.196 0.1489 1.4857 -0.9477 -0.10
O -3.498 1.427 -2.124 1.7521 -0.5014 2.1499 -0.24
C -3.339 0.562 -0.944 -0.9148 -0.8538 0.6903 -0.23
C -2.395 -0.767 -1.202 0.9658 0.4412 -0.7713 -0.18
C -3.087 -1.914 -2.151 -0.3626 0.6740 -0.3552 -0.20
C -4.143 -2.906 -1.379 0.4797 -0.2778 -0.3215 -0.21
C -3.460 -3.905 -0.270 -0.8987 0.0764 -0.3624 -0.22
C -4.650 -4.367 0.761 0.7774 0.0750 0.7112 -0.20
C -4.556 -3.602 2.246 0.0711 -0.3801 -0.8351 -0.20
C -4.321 -1.986 2.107 -0.6417 0.3444 -0.1611 -0.22
C -4.185 -1.173 3.522 -0.3226 0.4236 -0.4714 -0.20
C -3.194 -1.858 4.634 -0.5928 0.2202 0.8896 -0.17
C -1.683 -1.221 4.592 -0.9928 1.1647 2.0204 -0.11
N -0.665 -2.030 3.820 3.4555 1.0322 0.0346 -0.09
N -1.058 -3.151 3.107 -0.4289 -1.0178 -0.4490 0.08
C 0.701 -1.721 3.794 -2.0956 -0.2790 0.6622 -0.11
N 1.183 -0.534 4.600 -1.1983 -2.0949 -2.2380 0.04
C 0.968 0.787 3.897 -0.3743 2.6639 -0.1727 -0.23
N 0.145 0.718 2.631 0.2147 0.7111 0.1131 -0.01
N 1.604 -2.630 2.994 -1.1204 1.8629 2.7723 -0.13
C 2.898 -1.973 2.574 2.5514 0.4305 -1.4670 -0.20
C 2.803 -1.188 1.104 0.7537 -0.4578 0.7540 -0.16
C 2.455 -2.324 -0.026 -1.3281 0.8969 0.1848 -0.21
S 4.023 -2.628 -1.052 5.3621 3.8835 -1.5030 0.80
O 4.091 -1.454 -2.098 -1.2775 -4.7972 3.4844 -0.38
O 5.320 -2.601 -0.189 -5.3757 -1.0531 -2.4177 -0.36
O 3.963 -4.166 -1.804 -1.7768 3.0177 0.3017 -0.21
P 2.062 -4.114 3.868 4.7189 -3.3776 2.9398 0.73
O 3.392 -3.999 4.721 -5.3577 0.1571 -3.3796 -0.31
O 0.828 -4.775 4.904 1.0965 0.0249 -3.7754 -0.20
O 2.359 -5.338 2.615 -2.8446 3.6685 0.9001 -0.19
H -1.763 2.308 -3.139 -1.3092 -0.0072 1.8478 0.10
H -2.993 3.502 -2.344 1.2622 -2.2828 0.4736 0.10
H -1.750 2.515 -1.255 -1.4700 -0.2998 -1.5911 0.09
H -2.962 1.182 -0.009 -0.5181 -1.1563 -1.8991 0.11
H -4.432 0.186 -0.649 2.2426 0.8023 -0.7611 0.13
H -1.959 -1.233 -0.196 -1.1119 1.0370 -1.9180 0.08
H -1.438 -0.377 -1.797 -1.9653 -0.7522 1.2681 0.12
H -3.709 -1.332 -2.979 1.3736 -1.1875 1.6834 0.13
H -2.222 -2.491 -2.733 -1.9662 0.9784 1.4217 0.12
H -4.985 -2.267 -0.827 1.8245 -1.3131 -1.3571 0.11
H -4.638 -3.606 -2.204 0.8094 1.6483 1.8464 0.13
H -3.051 -4.876 -0.788 -0.5897 2.0589 0.9125 0.12
H -2.583 -3.339 0.261 -1.5535 -1.1974 -0.8537 0.07
H -4.502 -5.524 0.967 -0.7231 2.4131 -0.4190 0.12
H -5.688 -4.128 0.272 1.9733 -0.6936 0.9429 0.12
H -5.582 -3.797 2.804 2.3196 0.3833 -0.9140 0.13
H -3.658 -4.158 2.802 -2.0079 1.3242 -0.9225 0.09
H -3.404 -1.680 1.425 -1.7963 -0.9088 1.3048 0.08
H -5.287 -1.554 1.557 2.1495 -0.8681 1.1136 0.13
H -3.768 -0.090 3.246 -0.8476 -2.2738 0.7023 0.11
H -5.276 -0.969 3.962 2.4976 -0.7322 -0.7633 0.13
H -3.643 -1.566 5.701 1.1974 -0.5724 -2.3048 0.13
H -3.212 -3.052 4.627 0.0838 2.7802 -0.1454 0.11
H -1.285 -1.125 5.713 -0.8440 -0.3552 -2.4399 0.15
H -1.803 -0.101 4.213 0.6066 -2.5519 0.4531 0.12
H -1.407 -3.916 3.724 0.2936 1.1601 -0.6631 0.11
H -1.706 -2.932 2.321 0.4673 -0.0353 1.1092 0.09
H 0.836 -0.538 5.584 0.1068 -0.2664 -1.3447 0.13
H 0.385 1.504 4.646 1.6555 -1.5297 -1.3446 0.15
H 1.996 1.276 3.620 -1.9471 -1.0602 0.8043 0.12
H -0.802 1.159 2.738 1.4622 -0.5934 -0.0588 0.08
H 0.607 1.214 1.823 -0.6038 -0.7289 1.4741 0.09
H 3.672 -2.862 2.384 -1.6364 1.9801 0.4786 0.14
H 3.397 -1.285 3.377 -1.3073 -1.3607 -1.2971 0.14
H 2.045 -0.296 1.105 1.2073 -2.0317 -0.0786 0.09
H 3.874 -0.706 0.906 -2.2840 -1.2420 0.4367 0.14
H 1.633 -1.850 -0.737 1.9487 -1.3410 1.1006 0.13
H 2.039 -3.308 0.454 1.0342 1.8442 -1.0227 0.09
H 3.246 -4.062 -2.521 1.2641 -0.1888 1.0361 0.10
H 0.496 -5.623 4.441 0.7332 1.7378 1.0100 0.11
H 1.717 -5.117 1.851 1.3525 -0.6952 1.5031 0.09
C -2.352 7.716 -3.896 -0.2261 0.2085 -0.5826 -0.18
C -2.521 8.029 -2.432 0.2759 0.3709 0.4663 -0.18
C -3.153 6.759 -1.907 -0.3548 -0.2418 0.1727 -0.20
O -2.667 5.684 -2.723 0.0587 0.4068 -0.0452 -0.17
C -2.007 6.243 -3.867 0.2501 -0.3674 -0.0970 -0.20
H -1.589 8.323 -4.390 -0.0924 -0.1025 0.0418 0.12
H -3.303 7.867 -4.420 0.1428 -0.0087 0.0127 0.12
H -1.538 8.177 -1.968 -0.1218 0.0239 -0.0095 0.12
H -3.126 8.918 -2.239 0.0662 -0.1295 0.0026 0.12
H -4.243 6.787 -2.006 0.0026 0.0635 0.0836 0.12
H -2.903 6.568 -0.859 -0.0214 -0.0981 -0.1099 0.12
H -0.929 6.091 -3.739 0.0314 0.0267 -0.1005 0.11
H -2.328 5.719 -4.771 0.0076 -0.0535 0.1570 0.12
C 5.240 4.030 4.317 0.3978 0.1393 -0.5616 -0.18
C 4.800 4.673 5.607 0.1698 0.0182 0.6306 -0.18
C 3.298 4.734 5.434 -0.3854 0.3399 0.0330 -0.20
O 2.927 3.617 4.614 0.1947 -0.0876 -0.0492 -0.17
C 4.119 3.048 4.055 -0.1932 -0.3282 0.0340 -0.23
H 6.221 3.552 4.376 -0.1431 0.0420 -0.0326 0.12
H 5.272 4.782 3.519 0.0323 -0.1317 0.0630 0.12
H 5.053 4.021 6.451 -0.0173 0.1238 -0.0576 0.12
H 5.249 5.653 5.785 -0.0922 -0.1319 -0.0194 0.12
H 2.994 5.647 4.912 0.0159 0.0290 0.0900 0.12
H 2.764 4.683 6.388 -0.0285 -0.0575 -0.1573 0.12
H 4.302 2.093 4.560 0.1104 -0.0677 -0.0392 0.11
H 3.971 2.855 2.989 -0.0861 0.0302 0.0315 0.11
C 1.962 -4.369 -6.941 -0.0487 -0.6226 -0.2830 -0.18
C 1.279 -3.027 -6.984 0.0698 0.5769 -0.2835 -0.17
C 0.734 -2.903 -5.578 -0.4024 0.1503 0.2957 -0.20
O 1.631 -3.622 -4.720 0.0788 -0.0811 -0.0553 -0.16
C 2.521 -4.395 -5.536 0.4172 -0.0139 0.2230 -0.21
H 2.730 -4.496 -7.708 -0.0847 -0.0019 0.1326 0.12
H 1.220 -5.167 -7.063 0.1293 0.0553 -0.0092 0.12
H 2.019 -2.239 -7.168 -0.1232 -0.0531 -0.0009 0.12
H 0.503 -2.952 -7.750 0.0820 0.0041 0.1317 0.12
H -0.255 -3.368 -5.492 -0.0399 0.0681 -0.0474 0.12
H 0.660 -1.864 -5.246 0.0370 -0.1278 0.0843 0.11
H 3.508 -3.922 -5.493 0.0425 -0.0762 -0.0539 0.12
H 2.602 -5.409 -5.135 -0.0484 0.0930 0.0627 0.12
C 2.977 2.135 -3.944 0.3969 0.1096 -0.5363 -0.17
C 2.537 2.778 -2.654 0.1786 0.0729 0.5837 -0.18
C 1.035 2.839 -2.826 -0.3547 0.1440 -0.1406 -0.22
O 0.665 1.722 -3.647 0.2214 0.1458 0.1585 -0.16
C 1.856 1.153 -4.206 -0.1357 -0.4725 -0.0294 -0.20
H 3.958 1.657 -3.884 -0.1476 0.0210 -0.0186 0.12
H 3.009 2.887 -4.741 0.0276 -0.1028 0.0721 0.12
H 2.790 2.126 -1.809 0.0127 0.0686 -0.0466 0.11
H 2.986 3.758 -2.475 -0.0789 -0.1033 -0.0083 0.12
H 0.731 3.752 -3.348 -0.0102 0.0731 0.1114 0.12
H 0.501 2.788 -1.873 -0.0495 -0.0279 -0.1304 0.10
H 2.039 0.198 -3.700 0.1191 -0.0326 -0.0737 0.11
H 1.708 0.960 -5.272 -0.1110 0.0310 0.1003 0.12
```
Positions in Å, forces in eV/Å.

Record 2
Density functional theory data (the ωB97M-V functional and the def2-TZVPD basis) for a cluster of 6 separate species, C33H73N5O6 in total in a non-equilibrium geometry.

Computed properties:
* LUMO: -3.15 eV
* HOMO level: -0.2741 Ha
* total charge: +2
* energy above the lowest of the compared OMol25 structures with the same formula, charge and spin: 4.475 eV
* DFT total energy: -55115.5491 eV
* gap between HOMO and LUMO: 4.3 eV

```
117
Properties=species:S:1:pos:R:3:forces:R:3:lowdin_charge:R:1
N -0.681 -2.656 0.089 -1.0230 -2.3426 -1.4923 -0.77
O -0.663 -1.493 0.013 0.3789 7.4879 0.4573 -0.05
O -0.215 -3.264 -0.866 1.4796 -2.8954 -1.5367 -0.10
O -1.293 -3.194 0.986 -0.9230 -2.2236 2.4639 -0.08
C 3.895 7.322 0.247 -1.2201 0.2313 2.0558 -0.07
C 2.538 7.163 1.063 0.1063 0.5448 -1.1649 -0.19
C 1.581 8.421 0.974 -0.7997 -1.2311 0.7770 -0.08
N 0.204 8.168 1.647 -1.8011 0.0451 0.1053 -0.25
C -0.562 6.940 1.109 1.2105 0.7379 -1.0913 0.04
C -0.720 9.443 1.522 0.9294 -0.5245 -0.4019 -0.09
C -1.757 9.279 2.616 -0.0936 0.2480 -0.7334 -0.16
C -1.102 8.391 3.672 0.1560 0.8230 0.8753 -0.14
C 0.287 8.029 3.165 -0.2719 -0.4937 -1.2662 -0.09
H 4.423 6.372 0.321 -0.2686 -0.1031 -0.6591 0.08
H 4.549 7.983 0.815 -0.0390 0.5190 -0.5098 0.07
H 3.622 7.673 -0.748 0.6271 -0.1665 -0.0165 0.07
H 2.707 6.837 2.089 0.1313 0.4220 0.1005 0.11
H 2.084 6.296 0.583 -0.5226 0.1675 -0.0190 0.09
H 1.291 8.755 -0.022 0.4453 -0.3579 -0.2585 0.13
H 1.894 9.313 1.517 0.6056 -0.1885 -0.0400 0.12
H -0.548 7.092 0.030 -0.1383 -0.2187 -0.0671 0.11
H -1.603 6.828 1.412 0.2928 0.5269 0.4887 0.11
H 0.000 6.031 1.324 -0.0527 0.2006 0.1977 0.10
H -1.150 9.594 0.532 0.1009 -0.7075 -0.1611 0.13
H -0.057 10.303 1.621 0.1098 -0.0902 0.5457 0.13
H -2.651 8.829 2.183 -0.0022 -0.1073 0.1455 0.11
H -2.060 10.272 2.950 0.0654 -0.1343 0.2821 0.13
H -1.728 7.538 3.936 0.2551 -0.0375 -0.1003 0.12
H -0.939 8.975 4.577 -0.2489 -0.1859 0.1746 0.12
H 0.496 6.976 3.356 0.6145 0.3148 0.3082 0.14
H 1.073 8.736 3.431 -0.0764 -0.3200 0.5440 0.14
C 4.701 -2.932 -7.347 -1.0443 0.9381 -1.5974 -0.08
C 3.680 -1.877 -6.907 0.9479 0.8782 0.4474 -0.22
C 3.404 -0.752 -7.974 -1.5997 -1.1885 -0.3483 -0.09
N 2.178 0.066 -7.565 -1.2311 1.4811 -0.2162 -0.25
C 2.559 0.731 -6.257 -1.0303 0.2595 -0.3892 0.03
C 1.706 1.161 -8.614 0.1925 -0.2613 -0.1795 -0.07
C 0.221 1.480 -8.348 0.2015 -0.0645 0.2929 -0.15
C -0.378 0.222 -7.670 1.7736 0.7447 1.1983 -0.11
C 0.865 -0.719 -7.491 -0.0895 -0.8817 -0.4473 -0.09
H 4.178 -3.392 -8.186 0.3815 -0.6243 -0.1615 0.08
H 4.938 -3.704 -6.615 0.1487 0.4782 0.0303 0.09
H 5.528 -2.388 -7.803 0.5562 -0.5158 0.4170 0.08
H 4.071 -1.384 -6.017 -0.1830 -0.1381 0.1566 0.10
H 2.777 -2.431 -6.648 -0.2622 0.4813 -0.0319 0.11
H 3.123 -1.239 -8.908 -0.0802 -0.0664 -0.1381 0.13
H 4.144 -0.008 -8.269 0.4828 -0.2877 0.6989 0.14
H 3.419 1.360 -6.486 -0.0288 -0.0971 0.3486 0.12
H 2.738 -0.001 -5.469 0.1624 0.0389 -0.3665 0.10
H 1.713 1.331 -5.919 0.0918 0.1819 -0.1449 0.11
H 2.335 2.051 -8.583 0.1980 -0.2516 0.2840 0.13
H 1.799 0.731 -9.611 0.2807 -0.3456 0.1756 0.13
H 0.155 2.406 -7.777 -0.1475 -0.2542 0.3695 0.11
H -0.373 1.678 -9.240 0.6164 0.0059 -0.3302 0.12
H -0.674 0.454 -6.647 -0.4970 0.1159 -0.1845 0.11
H -1.239 -0.119 -8.243 0.4382 -0.6567 0.2209 0.12
H 0.875 -1.297 -6.567 -0.2069 0.1146 -0.0930 0.13
H 0.944 -1.408 -8.332 -0.0783 -0.1500 0.0652 0.13
C -8.806 0.052 -0.570 0.5977 -1.8541 -1.2947 -0.09
C -8.199 -0.508 0.742 -0.5282 2.0647 0.6256 -0.20
C -7.488 0.670 1.441 -0.4703 -1.6818 2.8532 -0.06
N -7.528 0.485 3.028 -1.7513 0.0664 1.1876 -0.25
C -8.996 0.496 3.570 1.1813 0.6966 0.6904 0.02
C -6.734 1.605 3.684 0.3515 0.6662 0.9390 -0.11
C -5.360 1.062 4.110 -0.0263 -0.4271 -2.2807 -0.15
C -5.686 -0.349 4.474 -1.1818 -1.0117 1.2818 -0.14
C -6.912 -0.792 3.580 1.8468 0.5688 -0.2869 -0.05
H -8.077 0.300 -1.341 0.3912 0.7251 0.4336 0.08
H -9.582 0.814 -0.496 0.3629 0.1198 0.5213 0.08
H -9.269 -0.761 -1.130 -0.4556 -0.2998 0.3784 0.08
H -7.568 -1.396 0.776 -0.1826 0.0538 -0.8522 0.12
H -9.069 -0.692 1.373 -0.0313 -0.4061 0.0544 0.10
H -8.129 1.550 1.385 0.8959 0.3983 -0.6941 0.12
H -6.399 0.686 1.396 -0.1587 0.7465 -1.2886 0.14
H -9.465 -0.487 3.607 0.0970 0.1679 -0.8593 0.10
H -9.587 1.299 3.128 0.0592 -0.3245 -0.3668 0.11
H -8.892 0.757 4.623 0.0369 0.0372 0.0011 0.10
H -7.179 1.872 4.643 -0.6678 0.0404 -0.3049 0.13
H -6.731 2.486 3.041 0.0341 -0.1452 -0.0208 0.13
H -4.835 1.586 4.909 -0.3142 0.2465 -0.2552 0.13
H -4.739 0.992 3.216 0.4636 0.4652 0.0470 0.12
H -5.955 -0.334 5.530 -0.5398 -0.2087 0.0929 0.12
H -4.840 -1.036 4.480 -0.0930 -0.0176 -0.6483 0.13
H -7.694 -1.341 4.104 0.4941 -0.2183 -0.2349 0.13
H -6.503 -1.282 2.696 -0.2927 -0.5852 0.2766 0.13
C 3.339 -8.656 -0.580 -2.8883 -0.0891 -2.1146 -0.13
C 4.266 -8.144 0.400 2.3833 -1.7125 2.2013 -0.25
C 3.808 -8.646 1.818 -0.2798 2.3300 0.5475 -0.07
N 4.565 -7.929 3.002 -1.1996 1.0491 -0.3277 -0.23
C 6.020 -8.325 2.939 -0.6881 0.9098 0.4347 0.02
C 3.934 -8.246 4.363 -0.6635 -1.6925 -0.7941 -0.11
C 2.702 -7.381 4.459 -0.8414 0.1158 -0.2546 -0.16
C 3.273 -6.034 4.076 1.6105 -0.0321 1.4509 -0.13
C 4.295 -6.386 2.994 0.4183 0.7582 -1.7198 -0.07
H 2.492 -7.970 -0.615 -0.3292 0.0538 -0.0423 0.09
H 2.863 -9.618 -0.388 0.4335 -0.2349 0.2596 0.09
H 3.669 -8.673 -1.618 0.4867 -0.0398 0.1696 0.09
H 4.466 -7.087 0.222 -0.1986 0.0292 0.7066 0.12
H 5.209 -8.678 0.288 0.4177 0.2894 -0.3676 0.10
H 3.859 -9.718 2.007 0.5307 0.0240 -0.3778 0.14
H 2.755 -8.385 1.924 0.0076 0.1362 0.2473 0.12
H 6.428 -8.049 1.967 -0.1307 -0.3308 0.0732 0.10
H 6.070 -9.389 3.172 0.1783 0.1054 -0.2190 0.11
H 6.542 -7.731 3.689 0.0322 -0.2270 0.0842 0.11
H 4.650 -8.082 5.168 0.0957 -0.0594 -0.2423 0.15
H 3.635 -9.286 4.233 0.3370 -0.2404 0.7512 0.13
H 2.155 -7.376 5.402 0.6426 -0.0820 0.3252 0.13
H 1.943 -7.783 3.787 0.0384 0.2596 -0.4079 0.11
H 3.894 -5.758 4.929 0.0735 -0.0038 0.4018 0.12
H 2.673 -5.126 4.020 -0.3796 -0.4656 -1.0710 0.14
H 5.279 -5.922 3.049 -0.1002 0.0849 0.5904 0.13
H 3.926 -6.012 2.039 -0.0552 -0.7570 -0.2933 0.12
O 4.088 0.823 3.140 0.7571 -0.1732 -1.4327 0.03
C 3.964 1.066 4.455 2.4635 -1.1070 4.7368 -0.92
O 2.945 1.675 4.765 -2.3486 1.5905 -0.1138 -0.08
O 4.836 0.689 5.301 -0.3704 -0.1804 -2.0455 -0.10
H 3.372 1.432 2.944 -0.5720 -0.0677 -1.2323 0.07
```
Positions in Å, forces in eV/Å.